Entry 1:
ORCA calculation (ωB97M-V/def2-TZVPD) on a cluster of 2 separate species, C2H6NO2 in total.

Its frontier orbital gap is 10.47 eV. The value obtained for the LUMO energy is -4.927 eV. The value obtained for the maximum force is 3.050 eV Å⁻¹.

ORCA input file:
```
! wB97M-V def2-TZVPD RIJCOSX def2/J DEFGRID3
* xyz 1 1
C -1.321 -0.339 -0.032
N -1.690 0.022 1.115
H -0.861 -1.306 -0.111
H -1.561 0.371 -0.795
H -1.852 -0.679 1.863
H -2.135 0.924 1.210
O 0.773 1.166 -0.124
C 1.797 0.564 -0.411
O 1.794 -0.755 -0.781
H 2.794 0.912 -0.362
H 2.263 -0.879 -1.572
*
```


Entry 2:
ORCA calculation (ωB97M-V/def2-TZVPD) on a structure of composition C2H6NO3.

Its frontier orbital gap is 8.75 eV. The value obtained for the LUMO energy is 4.066 eV. The value obtained for the maximum force is 3.495 eV Å⁻¹.

ORCA input file:
```
! wB97M-V def2-TZVPD RIJCOSX def2/J DEFGRID3
* xyz -1 1
O 1.226 0.712 0.681
C 0.011 0.720 0.346
N -0.754 -0.304 0.080
C -2.297 -0.870 -0.896
O -2.570 -2.084 -0.836
H -0.463 1.697 0.520
H -0.211 -0.996 -0.432
H -1.949 -0.485 -1.868
H -3.031 -0.206 -0.384
H 3.446 2.152 0.162
H 2.499 1.125 0.858
O 3.618 1.342 0.660
*
```


Entry 3:
ORCA calculation (ωB97M-V/def2-TZVPD) on a cluster of 2 separate species, C2H6NO3 in total.

Its frontier orbital gap is 8.71 eV. The value obtained for the LUMO energy is 4.302 eV. The value obtained for the maximum force is 1.404 eV Å⁻¹.

ORCA input file:
```
! wB97M-V def2-TZVPD RIJCOSX def2/J DEFGRID3
* xyz -1 1
O -1.898 -0.831 -0.505
C -0.795 -0.323 -0.246
O -0.612 0.765 0.387
C 0.460 -0.999 -0.732
N 1.278 -0.238 -1.682
H 1.127 -1.249 0.094
H 0.186 -1.909 -1.278
H 1.847 0.486 -1.255
H 0.706 0.286 -2.328
H 0.947 2.129 2.459
H 0.458 0.986 1.521
O 1.018 1.161 2.324
*
```


Entry 4:
ORCA calculation (ωB97M-V/def2-TZVPD) on a cluster of 2 separate species, C2H6NOS in total.

Its frontier orbital gap is 7.05 eV. The value obtained for the LUMO energy is 4.055 eV. The value obtained for the maximum force is 5.338 eV Å⁻¹.

ORCA input file:
```
! wB97M-V def2-TZVPD RIJCOSX def2/J DEFGRID3
* xyz -1 1
C -2.509 0.176 -0.287
S -1.460 0.980 1.096
H -1.999 -0.220 -1.153
H -3.213 0.826 -0.777
H -3.139 -0.632 0.182
C 1.902 -0.491 -0.933
N 1.062 -0.535 0.122
O 3.030 -1.163 -1.051
H 1.772 0.055 -1.880
H 0.348 0.289 0.100
H 1.560 -1.054 0.864
*
```


Entry 5:
ORCA calculation (ωB97M-V/def2-TZVPD) on a cluster of 2 separate species, C2H6NP in total.

Its frontier orbital gap is 8.00 eV. The value obtained for the LUMO energy is -0.210 eV. The value obtained for the maximum force is 3.066 eV Å⁻¹.

ORCA input file:
```
! wB97M-V def2-TZVPD RIJCOSX def2/J DEFGRID3
* xyz 0 1
C 0.271 -0.773 0.736
C -1.767 1.490 -0.711
N -2.606 0.657 -0.402
P -3.373 -0.511 0.319
H 0.340 0.088 1.474
H -0.743 -0.700 0.271
H 0.632 -1.607 1.379
H -1.992 2.193 -1.547
H 0.993 -0.810 -0.043
H -2.828 -1.431 -0.560
*
```


Entry 6:
ORCA calculation (ωB97M-V/def2-TZVPD) on a cluster of 2 separate species, C2H6NS in total.

Its frontier orbital gap is 6.83 eV. The value obtained for the LUMO energy is 3.966 eV. The value obtained for the maximum force is 3.429 eV Å⁻¹.

ORCA input file:
```
! wB97M-V def2-TZVPD RIJCOSX def2/J DEFGRID3
* xyz -1 1
S 0.757 3.267 -0.446
H 1.404 4.277 0.290
C -0.468 -2.138 0.025
C 0.033 -0.939 -0.404
N 0.077 0.120 0.510
H -0.915 -2.134 0.994
H -0.714 -2.956 -0.634
H 0.070 -0.679 -1.523
H 0.424 0.994 0.005
H -0.669 0.187 1.183
*
```


Entry 7:
ORCA calculation (ωB97M-V/def2-TZVPD) on a cluster of 2 separate species, C2H6NS in total.

Its frontier orbital gap is 7.13 eV. The value obtained for the LUMO energy is 4.384 eV. The value obtained for the maximum force is 1.669 eV Å⁻¹.

ORCA input file:
```
! wB97M-V def2-TZVPD RIJCOSX def2/J DEFGRID3
* xyz -1 1
C -0.285 0.390 1.180
C 1.478 -0.025 -0.262
N 1.047 0.778 0.640
H -0.258 0.567 2.274
H -0.535 -0.630 0.856
H -1.066 0.967 0.686
H 2.496 0.211 -0.603
H 0.889 -0.843 -0.698
S -1.495 -0.519 -1.525
H -2.269 -0.895 -2.548
*
```


Entry 8:
ORCA calculation (ωB97M-V/def2-TZVPD) on the ion C2H6NS with charge +1.

Its frontier orbital gap (spin up / spin down) is 6.02 / 8.67 eV. The value obtained for the LUMO energy (spin up / spin down) is -3.849 / -7.566 eV. The value obtained for the maximum force is 4.753 eV Å⁻¹. As for the expectation value of S²: 2.00.

ORCA input file:
```
! wB97M-V def2-TZVPD RIJCOSX def2/J DEFGRID3
* xyz 1 3
C 1.048 -1.050 -0.184
C 0.450 0.066 0.562
N -0.577 0.838 -0.118
S 2.148 0.400 -0.044
H 1.060 -1.815 0.518
H 0.819 -1.347 -1.093
H 0.165 -0.128 1.577
H -1.540 0.746 0.158
H -0.606 0.567 -1.161
H -0.275 1.785 -0.055
*
```


Entry 9:
ORCA calculation (ωB97M-V/def2-TZVPD) on the ion C2H6NS2 with charge +1.

Its frontier orbital gap is 8.75 eV. The value obtained for the LUMO energy is -4.780 eV. The structure (SMILES) is [NH3+]CC1SS1. The value obtained for the maximum force is 3.441 eV Å⁻¹.

ORCA input file:
```
! wB97M-V def2-TZVPD RIJCOSX def2/J DEFGRID3
* xyz 1 1
N 0.525 0.427 0.998
C 0.678 -0.209 -0.352
C -0.619 -0.469 -0.983
S -2.031 -0.371 0.260
S -1.645 1.112 -1.229
H 0.504 1.423 0.965
H 1.355 0.136 1.707
H -0.535 0.038 1.293
H 1.331 0.444 -0.999
H 1.106 -1.184 -0.012
H -0.668 -1.347 -1.649
*
```


Entry 10:
ORCA calculation (ωB97M-V/def2-TZVPD) on a structure of composition C2H6NdO2.

Its frontier orbital gap (spin up / spin down) is 7.81 / 10.21 eV. The value obtained for the LUMO energy (spin up / spin down) is -8.947 / -8.858 eV. The value obtained for the maximum force is 3.787 eV Å⁻¹. As for the expectation value of S²: 6.00.

ORCA input file:
```
! wB97M-V def2-TZVPD RIJCOSX def2/J DEFGRID3
* xyz 2 5
C -1.538 -1.058 0.083
C -1.181 0.357 -0.145
O -0.061 0.733 -0.545
H -2.622 -1.113 0.267
H -1.268 -1.700 -0.764
H -1.043 -1.407 1.004
H -1.860 1.130 0.256
H 1.698 1.315 0.724
Nd 2.024 0.001 -1.936
O 2.602 1.030 0.210
H 3.250 0.712 0.845
*
```


Entry 11:
ORCA calculation (ωB97M-V/def2-TZVPD) on the molecule C2H6O.

Its frontier orbital gap is 11.47 eV. The value obtained for the LUMO energy is 1.071 eV. The structure (SMILES) is CCO. The value obtained for the maximum force is 3.793 eV Å⁻¹.

ORCA input file:
```
! wB97M-V def2-TZVPD RIJCOSX def2/J DEFGRID3
* xyz 0 1
C -0.313 0.227 -0.782
C 0.632 -0.284 0.326
O -0.141 -0.407 1.511
H 0.134 0.446 -1.740
H -0.847 1.067 -0.314
H -1.153 -0.490 -0.911
H 0.810 -1.319 0.063
H 1.634 0.307 0.358
H -0.755 0.453 1.490
*
```


Entry 12:
ORCA calculation (ωB97M-V/def2-TZVPD) on the molecule C2H6O.

Its frontier orbital gap is 10.92 eV. The value obtained for the LUMO energy is 1.087 eV. The structure (SMILES) is COC. The value obtained for the maximum force is 3.127 eV Å⁻¹.

ORCA input file:
```
! wB97M-V def2-TZVPD RIJCOSX def2/J DEFGRID3
* xyz 0 1
C -1.161 -0.052 0.063
O 0.032 -0.741 -0.017
C 1.192 -0.015 0.048
H -1.421 0.093 1.159
H -2.084 -0.474 -0.538
H -1.040 0.828 -0.640
H 1.207 0.641 -0.975
H 1.956 -0.849 -0.080
H 1.321 0.568 0.980
*
```


Entry 13:
ORCA calculation (ωB97M-V/def2-TZVPD) on the molecule C2H6O2.

Its frontier orbital gap is 11.05 eV. The value obtained for the LUMO energy is 0.822 eV. The structure (SMILES) is OCCO. The value obtained for the maximum force is 0.384 eV Å⁻¹.

ORCA input file:
```
! wB97M-V def2-TZVPD RIJCOSX def2/J DEFGRID3
* xyz 0 1
O -0.435 -1.008 0.974
C 0.596 -0.431 0.179
C 0.068 0.908 -0.310
O -1.183 0.737 -0.929
H -0.461 -1.955 0.805
H 1.513 -0.298 0.771
H 0.827 -1.070 -0.683
H 0.003 1.608 0.539
H 0.751 1.338 -1.050
H -1.683 0.187 -0.306
*
```


Entry 14:
ORCA calculation (ωB97M-V/def2-TZVPD) on a cluster of 2 separate species, C2H6O2 in total.

Its frontier orbital gap is 11.90 eV. The value obtained for the LUMO energy is 0.690 eV. The structure (SMILES) is O=CO.C. The value obtained for the maximum force is 3.055 eV Å⁻¹.

ORCA input file:
```
! wB97M-V def2-TZVPD RIJCOSX def2/J DEFGRID3
* xyz 0 1
O 5.067 -3.124 1.788
C 3.955 -3.434 1.552
O 3.300 -3.105 0.340
H 3.174 -3.636 2.242
H 3.142 -3.799 -0.399
C -3.683 3.341 -1.079
H -3.732 3.855 -2.056
H -2.952 2.544 -1.009
H -4.822 3.236 -1.009
H -3.450 4.122 -0.370
*
```


Entry 15:
ORCA calculation (ωB97M-V/def2-TZVPD) on a structure of composition C2H6O2Pt.

Its frontier orbital gap (spin up / spin down) is 7.79 / 7.81 eV. The value obtained for the LUMO energy (spin up / spin down) is -4.990 / -7.258 eV. The value obtained for the maximum force is 10.283 eV Å⁻¹. As for the expectation value of S²: 3.76.

ORCA input file:
```
! wB97M-V def2-TZVPD RIJCOSX def2/J DEFGRID3
* xyz 1 4
C 0.509 1.082 -1.119
C 1.194 0.027 -0.349
O 0.391 -0.905 0.270
H 1.260 1.747 -1.563
H -0.104 0.668 -1.936
H -0.142 1.704 -0.475
H 2.168 0.163 0.124
H 0.688 -1.140 1.231
Pt -1.391 -1.081 0.083
O -2.049 -1.432 1.580
H -2.524 -0.833 2.155
*
```


Entry 16:
ORCA calculation (ωB97M-V/def2-TZVPD) on a cluster of 2 separate species, C2H6O2S2 in total.

Its frontier orbital gap is 9.56 eV. The value obtained for the LUMO energy is 0.666 eV. The structure (SMILES) is O=CO.CSS. The value obtained for the maximum force is 3.895 eV Å⁻¹.

ORCA input file:
```
! wB97M-V def2-TZVPD RIJCOSX def2/J DEFGRID3
* xyz 0 1
O 1.699 -1.972 0.055
C 2.483 -2.836 -0.365
O 2.442 -4.140 0.120
H 3.041 -2.883 -1.291
H 1.907 -4.012 0.888
C -0.022 2.979 -0.404
S -1.154 1.634 -0.725
S -2.098 1.172 0.935
H 0.795 2.964 0.410
H -0.735 3.834 -0.305
H 0.613 3.134 -1.358
H -1.483 0.107 1.506
*
```


Entry 17:
ORCA calculation (ωB97M-V/def2-TZVPD) on a cluster of 2 separate species, C2H6O2SSi in total.

Its frontier orbital gap (spin up / spin down) is 7.41 / 7.41 eV. The value obtained for the LUMO energy (spin up / spin down) is -1.384 / -1.384 eV. The value obtained for the maximum force is 4.457 eV Å⁻¹.

ORCA input file:
```
! wB97M-V def2-TZVPD RIJCOSX def2/J DEFGRID3
* xyz 0 1
C -1.245 2.424 0.196
C -1.368 1.348 -0.570
O -2.939 -0.653 -0.916
O -2.194 -0.136 1.428
Si 0.413 -2.231 -0.128
S -1.854 -0.355 0.025
H -1.058 3.414 -0.177
H -1.407 2.246 1.156
H -1.314 1.270 -1.727
H 0.470 -2.138 -1.511
H 1.512 -1.668 0.654
H -0.310 -3.261 0.554
*
```


Entry 18:
ORCA calculation (ωB97M-V/def2-TZVPD) on a cluster of 2 separate species, C2H6O3 in total.

Its frontier orbital gap is 11.42 eV. The value obtained for the LUMO energy is 0.575 eV. The structure (SMILES) is CC(=O)O.O. The value obtained for the maximum force is 0.545 eV Å⁻¹.

ORCA input file:
```
! wB97M-V def2-TZVPD RIJCOSX def2/J DEFGRID3
* xyz 0 1
C -0.067 1.050 0.895
C 1.164 0.288 0.512
O 2.251 0.405 1.002
O 0.937 -0.608 -0.484
H -0.819 0.993 0.113
H 0.218 2.079 1.091
H -0.479 0.614 1.809
H 1.769 -1.079 -0.641
O -1.905 -1.145 -1.149
H -0.929 -1.156 -1.118
H -2.141 -1.441 -2.032
*
```


Entry 19:
ORCA calculation (ωB97M-V/def2-TZVPD) on a cluster of 2 separate species, C2H6O3P in total.

Its frontier orbital gap is 8.71 eV. The value obtained for the LUMO energy is 4.097 eV. The value obtained for the maximum force is 4.300 eV Å⁻¹.

ORCA input file:
```
! wB97M-V def2-TZVPD RIJCOSX def2/J DEFGRID3
* xyz -1 1
C 1.451 -0.456 -0.410
C -0.092 -0.255 -0.526
O -2.271 1.400 0.168
O 0.001 2.227 0.875
O -0.818 -1.485 -0.215
P -0.877 1.081 0.461
H 1.678 0.532 -0.944
H 1.785 -0.147 0.531
H 1.950 -1.298 -0.921
H -0.381 -0.086 -1.530
H -1.369 -1.285 0.610
H -1.056 -0.228 1.902
*
```


Entry 20:
ORCA calculation (ωB97M-V/def2-TZVPD) on a cluster of 2 separate species, C2H6O3S in total.

Its frontier orbital gap is 10.13 eV. The value obtained for the LUMO energy is 0.624 eV. The structure (SMILES) is O=CO.OCS. The value obtained for the maximum force is 4.752 eV Å⁻¹.

ORCA input file:
```
! wB97M-V def2-TZVPD RIJCOSX def2/J DEFGRID3
* xyz 0 1
O 1.828 -1.257 -0.349
C 2.116 -0.305 0.301
O 1.572 0.134 1.464
H 2.950 0.395 0.112
H 0.967 -0.470 1.820
O -1.624 0.883 -1.504
C -0.757 0.422 -0.610
S -1.691 -0.342 0.794
H -2.507 0.917 -1.110
H -0.194 1.216 -0.176
H -0.068 -0.499 -0.994
H -2.592 -1.093 0.251
*
```


ΔE to the lowest compared entry with this formula, charge and spin for every record listed, in sequence, given in kcal per mole: 33.32; 66.34; 9.67; 39.95; 44.80; 19.77; 21.07; 54.29; 12.24; 0.00; 13.32; 32.95; 12.36; 28.50; 45.27; 22.50; 89.93; 4.25; 51.41; 26.52.